DFT (the ωB97M-V functional and the def2-TZVPD basis) results for a molecular structure, C59H50Cl5GeHfN6O3P.

Element x y z (Å)
1 Hf -0.143 -0.206 0.226
2 Ge -5.272 -1.253 -2.044
3 Cl -1.514 2.490 5.261
4 Cl -4.346 -1.933 4.147
5 Cl 0.398 1.900 2.983
6 Cl -2.405 -2.691 1.941
7 Cl -3.928 0.626 5.843
8 P 0.599 1.877 -2.166
9 O -2.260 -0.672 -0.865
10 O -0.740 -2.158 -0.463
11 O -1.163 1.491 0.283
12 N 1.696 -2.107 0.442
13 N -1.962 2.276 1.088
14 N 3.075 -3.960 0.826
15 N -1.685 6.733 -0.440
16 N 0.917 5.465 2.634
17 N 0.648 -1.683 -3.163
18 C -1.034 -0.360 2.415
19 C 0.670 2.350 -3.939
20 C 1.091 1.719 -6.238
21 C -4.340 0.028 -3.185
22 C -8.085 0.639 0.532
23 C -7.285 1.083 1.573
24 C 0.432 3.654 -4.367
25 C -1.217 5.802 0.040
26 C 5.052 2.311 -0.976
27 C -2.102 -1.186 2.787
28 C 3.239 2.698 -2.481
29 C -0.244 3.286 -1.414
30 C -1.704 3.718 1.265
31 C -3.126 -0.218 -3.824
32 C -7.965 -3.651 -5.175
33 C 0.501 3.984 -5.714
34 C -6.662 -3.261 -5.453
35 C 0.896 -1.092 -2.194
36 C -2.731 3.424 -1.083
37 C 4.599 2.845 -2.140
38 C -3.272 1.866 -5.013
39 C -2.794 -2.975 -1.396
40 C 4.063 -3.508 -0.143
41 C -1.917 -1.873 -0.880
42 C -0.895 0.763 3.248
43 C 2.811 1.402 -0.455
44 C -8.535 -3.303 -3.961
45 C -5.947 -2.522 -4.522
46 C 3.237 -5.282 1.414
47 C -5.006 1.217 -3.476
48 C 4.182 1.599 -0.112
49 C 1.006 1.391 -4.894
50 C -2.819 0.235 4.589
51 C -1.741 1.067 4.315
52 C -7.809 -2.569 -3.030
53 C -6.504 -2.155 -3.294
54 C 1.966 -3.194 1.072
55 C -2.818 3.256 0.378
56 C 0.827 3.017 -6.654
57 C -7.518 -0.037 -0.541
58 C 2.544 -6.400 0.642
59 C -1.646 3.413 -1.854
60 C -3.000 -0.907 3.820
61 C 1.954 0.651 0.420
62 C 4.686 1.097 1.108
63 C 0.273 3.847 -0.329
64 C 1.068 -3.617 2.193
65 C -0.594 4.605 0.664
66 C 3.863 0.427 1.963
67 C 2.524 0.205 1.598
68 C -5.350 0.194 0.450
69 C -4.478 2.130 -4.382
70 C 0.259 5.090 1.773
71 C -6.145 -0.280 -0.596
72 C -5.917 0.863 1.526
73 C 2.361 2.013 -1.681
74 C 3.711 -3.815 -1.597
75 C -4.298 -2.765 -1.230
76 C -2.594 0.687 -4.731
77 H 6.088 2.429 -0.680
78 H 2.718 -3.437 -1.846
79 H 1.362 0.962 -6.962
80 H 5.261 3.392 -2.798
81 H 2.607 -7.338 1.195
82 H -9.153 0.816 0.554
83 H 1.291 3.650 -0.017
84 H -4.514 -2.692 -0.160
85 H -3.688 3.520 -1.578
86 H -4.939 -2.205 -4.775
87 H 1.230 0.379 -4.583
88 H 1.927 -0.361 2.309
89 H 5.728 1.269 1.353
90 H 2.894 3.156 -3.399
91 H -1.945 4.002 2.284
92 H 0.885 3.276 -7.703
93 H -1.805 3.458 -2.926
94 H 0.309 5.002 -6.026
95 H -3.825 3.284 0.770
96 H -2.468 -3.885 -0.889
97 H 2.877 -5.264 2.441
98 H 0.364 -2.144 -4.002
99 H -8.277 -2.344 -2.082
100 H 4.433 -3.345 -2.267
101 H 1.616 -3.623 3.137
102 H -4.817 -3.645 -1.610
103 H -5.011 3.049 -4.594
104 H 3.720 -4.887 -1.790
105 H 0.209 4.430 -3.644
106 H -7.724 1.604 2.414
107 H -4.277 0.038 0.433
108 H 4.233 0.058 2.912
109 H 3.003 -6.554 -0.335
110 H -9.549 -3.607 -3.732
111 H -1.650 0.480 -5.221
112 H -5.951 1.438 -2.991
113 H -8.529 -4.224 -5.899
114 H 4.208 -2.433 -0.010
115 H 4.309 -5.480 1.471
116 H -2.856 2.574 -5.719
117 H -8.161 -0.352 -1.350
118 H -2.577 -1.127 -3.604
119 H 0.652 -4.612 2.036
120 H -2.532 -3.096 -2.454
121 H 5.013 -3.975 0.120
122 H 1.490 -6.167 0.485
123 H 2.374 -1.885 -0.277
124 H -6.206 -3.526 -6.399
125 H -5.282 1.212 2.330
126 H 0.253 -2.910 2.266

* F_max: 0.80 eV/A
* energy: -7599.73616 Eh
* net charge: 0
* highest occupied orbital energy: -7.856 eV
* lowest unoccupied orbital energy: -0.013 eV
* frontier orbital gap: 7.84 eV
* multiplicity: 1
* ΔE to the lowest compared entry with this formula, charge and spin: 48.8 kcal per mole

=====

DFT (the ωB97M-V functional and the def2-TZVPD basis) results for a molecular structure, C59H52F9N4O3P2S2Sc at a distorted geometry.

Element x y z (Å)
1 Sc -0.490 -0.990 -0.434
2 S -3.144 1.323 2.456
3 S 1.249 0.833 -1.475
4 P -2.238 2.494 1.134
5 P 0.196 2.354 -0.663
6 F -2.073 -1.217 -4.895
7 F -3.671 -1.643 -3.502
8 F -3.470 -3.719 -1.976
9 F -1.529 -4.532 -1.514
10 F -0.893 -3.803 -5.426
11 F 0.487 -2.532 -4.374
12 F -3.234 -3.060 -5.029
13 F 0.097 -4.546 -3.662
14 F -2.531 -5.100 -3.353
15 O -1.010 -2.020 -2.343
16 O -4.417 -2.367 1.061
17 O -1.820 -3.877 1.997
18 N 1.302 -2.251 -0.066
19 N -2.171 -1.975 0.678
20 N -2.735 -0.225 -1.183
21 N -0.399 -0.680 2.111
22 C 2.273 2.739 1.194
23 C 2.788 -0.741 1.207
24 C 0.054 0.269 2.918
25 C 1.131 4.747 0.552
26 C -0.953 -1.759 2.668
27 C -3.496 -1.827 0.463
28 C -1.582 -2.851 -3.215
29 C -3.562 3.357 0.164
30 C 3.051 3.467 2.088
31 C -3.780 -0.784 -0.588
32 C 0.405 4.979 -4.536
33 C -0.501 4.577 4.191
34 C 4.581 -3.439 2.603
35 C -5.884 3.868 -0.248
36 C 1.259 -5.847 -1.047
37 C 2.078 -5.809 -2.166
38 C 0.211 3.505 -2.153
39 C -5.528 4.758 -1.252
40 C -0.780 4.346 -4.200
41 C -0.467 -3.449 -4.185
42 C -3.216 4.248 -0.849
43 C 2.161 -2.951 2.197
44 C 3.312 -2.827 3.201
45 C 3.296 -4.550 -3.978
46 C 2.463 -2.202 0.879
47 C 1.502 4.866 -3.688
48 C 1.916 5.478 1.432
49 C 3.564 -1.349 3.518
50 C -5.088 -0.427 -0.880
51 C -0.770 5.918 3.947
52 C -4.219 1.120 -2.472
53 C -0.522 -0.969 4.870
54 C -1.639 3.948 2.141
55 C -4.184 4.950 -1.552
56 C 3.927 -0.611 2.223
57 C 2.489 -4.588 -2.703
58 C -1.892 5.296 1.903
59 C -1.076 1.655 0.190
60 C 0.708 -7.152 -0.525
61 C 1.408 -3.427 -0.860
62 C -0.871 3.613 -3.020
63 C -1.026 -1.953 4.037
64 C -1.687 -2.702 1.740
65 C -0.930 3.610 3.299
66 C 0.019 0.171 4.299
67 C 2.875 4.840 2.207
68 C 1.305 3.369 0.416
69 C -4.907 3.170 0.456
70 C -2.954 0.702 -2.109
71 C -2.286 -4.069 -2.503
72 C -1.459 6.273 2.798
73 C 5.199 -1.220 1.633
74 C 2.141 -3.418 -2.053
75 C 0.931 -4.655 -0.406
76 C 4.931 -2.692 1.313
77 C 3.772 -2.814 0.315
78 C -5.310 0.544 -1.837
79 C 1.408 4.132 -2.515
80 C -2.657 -2.189 -4.166
81 H 2.430 1.677 1.060
82 H -2.067 1.094 -2.589
83 H 1.775 6.549 1.519
84 H 0.042 4.286 5.083
85 H 0.284 -4.672 0.468
86 H 2.670 -0.905 3.965
87 H -1.640 4.418 -4.857
88 H 2.280 4.018 -1.885
89 H 3.047 -0.235 0.276
90 H -0.758 2.561 3.504
91 H 5.827 -3.138 0.868
92 H 0.483 5.541 -5.459
93 H -2.168 4.397 -1.082
94 H -3.894 5.643 -2.334
95 H 5.411 -3.366 3.318
96 H 0.977 -7.304 0.524
97 H 2.439 5.347 -3.944
98 H 4.419 -4.501 2.386
99 H 4.097 0.450 2.440
100 H 1.078 -8.000 -1.104
101 H 3.806 2.961 2.681
102 H 5.479 -0.684 0.719
103 H 1.973 -4.005 1.970
104 H 1.892 -0.275 1.598
105 H 3.625 -3.872 0.080
106 H 2.877 -5.237 -4.718
107 H -1.800 3.109 -2.780
108 H 3.291 -3.547 -4.405
109 H -1.482 -2.860 4.409
110 H 0.397 5.255 -0.061
111 H -0.456 6.678 4.654
112 H 6.031 -1.130 2.344
113 H -6.317 0.859 -2.085
114 H -0.384 -7.144 -0.581
115 H 2.455 -2.456 -2.446
116 H 4.386 -1.257 4.240
117 H 2.356 -6.735 -2.665
118 H 1.254 -2.544 2.633
119 H -5.887 -0.919 -0.344
120 H 0.459 1.148 2.429
121 H 0.393 0.985 4.906
122 H -5.172 2.473 1.241
123 H -2.451 5.604 1.031
124 H -6.291 5.296 -1.803
125 H -4.345 1.875 -3.237
126 H 4.033 -2.302 -0.617
127 H -0.561 -1.082 5.947
128 H -1.672 7.317 2.593
129 H 3.048 -3.358 4.123
130 H 4.335 -4.844 -3.801
131 H -6.931 3.713 -0.013
132 H 3.485 5.408 2.901

* F_max: 1.15 eV/A
* energy: -5863.20951 Eh
* net charge: -2
* highest occupied orbital energy: -2.243 eV
* lowest unoccupied orbital energy: 4.041 eV
* frontier orbital gap: 6.28 eV
* multiplicity: 1
* ΔE to the lowest compared entry with this formula, charge and spin: 3.4 kcal per mole

=====

DFT (the ωB97M-V functional and the def2-TZVPD basis) results for a molecular structure, C59H53N4O5SSbTi at a distorted geometry.

Element x y z (Å)
1 Sb 5.032 0.637 3.372
2 Ti -0.243 -0.376 -0.615
3 S 3.068 1.023 2.098
4 O -0.383 -2.159 1.773
5 O -2.159 -0.541 0.023
6 O 0.122 0.651 0.868
7 O -1.254 2.023 1.986
8 O -4.128 -0.568 1.044
9 N -1.040 -1.795 -2.087
10 N -0.404 0.692 -3.833
11 N -1.979 2.432 -3.745
12 N -1.202 1.416 -1.782
13 C 4.146 0.148 5.321
14 C 2.190 -0.186 6.724
15 C 4.372 -0.539 7.645
16 C -1.340 -2.913 3.748
17 C -0.870 -3.959 -3.042
18 C -2.243 -0.960 2.426
19 C 2.992 -0.536 7.804
20 C -3.758 3.646 -0.250
21 C 4.934 -0.199 6.419
22 C -3.241 2.558 -0.953
23 C 0.119 -1.280 2.811
24 C -2.969 0.918 -5.426
25 C 1.224 0.266 -2.046
26 C -4.692 2.953 -6.148
27 C -0.696 0.963 1.880
28 C 2.577 0.310 -1.674
29 C -0.948 -0.176 2.834
30 C 2.229 -2.087 0.311
31 C -2.016 -3.731 -3.767
32 C -2.907 -0.633 1.086
33 C 0.802 -3.089 -1.332
34 C 2.704 -4.304 -0.524
35 C -0.381 -2.963 -2.184
36 C 5.190 -4.652 2.712
37 C 3.582 0.448 -2.614
38 C 5.046 2.840 4.160
39 C -1.851 2.480 -1.076
40 C -4.173 1.531 -1.536
41 C -2.700 -2.529 -3.626
42 C 4.101 -4.136 3.409
43 C 3.932 3.571 4.583
44 C 1.941 0.542 -4.379
45 C -3.779 3.180 -5.132
46 C 1.595 0.692 -5.839
47 C 3.262 0.515 -3.965
48 C 6.128 -3.766 2.193
49 C 4.876 -1.827 3.065
50 C -1.563 4.529 0.150
51 C -4.759 1.736 -6.817
52 C -2.178 -1.597 -2.756
53 C -1.668 -2.389 2.343
54 C 4.024 4.895 4.996
55 C -2.893 2.147 -4.771
56 C 6.381 4.857 4.575
57 C 6.263 3.526 4.170
58 C -3.733 4.496 -4.407
59 C -3.895 0.723 -6.443
60 C 3.962 -2.761 3.577
61 C -2.938 4.621 0.295
62 C 3.009 -3.232 0.313
63 C 2.762 0.148 5.502
64 C -1.212 1.481 -3.062
65 C 5.959 -2.393 2.376
66 C 5.254 5.550 4.994
67 C 1.608 -4.234 -1.358
68 C 1.100 -2.003 -0.506
69 C -0.024 -2.153 4.057
70 C -1.022 3.454 -0.531
71 C 0.947 0.464 -3.391
72 H 1.126 -0.929 2.581
73 H 4.047 0.576 -4.713
74 H -2.235 -3.065 1.705
75 H -3.808 1.134 -2.486
76 H 1.109 -0.173 6.837
77 H 2.494 0.602 -6.449
78 H -0.446 0.958 -4.804
79 H 2.548 -0.799 8.759
80 H -1.061 0.266 3.823
81 H -0.351 -4.902 -3.118
82 H 3.098 -2.401 4.135
83 H -3.020 -0.876 3.182
84 H 1.382 -5.066 -2.015
85 H 2.957 3.092 4.567
86 H 5.304 -5.723 2.578
87 H 2.851 0.260 -0.622
88 H -3.935 -0.240 -6.936
89 H -2.143 -2.707 4.458
90 H -5.482 1.585 -7.607
91 H 0.050 3.322 -0.607
92 H -0.063 -1.560 4.971
93 H 3.359 -4.814 3.826
94 H -2.315 3.136 -3.098
95 H -2.334 0.095 -5.130
96 H -2.686 -0.668 -2.541
97 H 6.720 -1.729 1.959
98 H 7.349 5.352 4.560
99 H -3.624 -2.326 -4.150
100 H -3.374 5.444 0.848
101 H -2.743 4.952 -4.473
102 H -0.906 5.264 0.596
103 H 0.893 -0.075 -6.183
104 H 2.141 0.421 4.650
105 H 3.131 5.427 5.314
106 H 6.017 -0.214 6.318
107 H 6.986 -4.147 1.644
108 H -5.151 1.979 -1.726
109 H 0.826 -2.829 4.128
110 H 7.166 3.006 3.846
111 H -1.179 -3.992 3.721
112 H 5.013 -0.809 8.480
113 H -3.964 4.382 -3.342
114 H 2.525 -1.254 0.953
115 H 3.333 -5.187 -0.517
116 H -4.833 3.716 -0.129
117 H 5.327 6.586 5.308
118 H -2.395 -4.500 -4.431
119 H -4.302 0.691 -0.851
120 H 1.151 1.669 -6.065
121 H -5.372 3.754 -6.416
122 H 3.863 -3.281 0.972
123 H 4.614 0.478 -2.288
124 H -4.458 5.192 -4.827

* F_max: 1.32 eV/A
* energy: -4363.34407 Eh
* net charge: -2
* highest occupied orbital energy: -0.502 eV
* lowest unoccupied orbital energy: 3.233 eV
* frontier orbital gap: 3.74 eV
* multiplicity: 1
* ΔE to the lowest compared entry with this formula, charge and spin: 20.9 kcal per mole